No. 1
Below is a 3-piece molecular cluster, C6H18O3 overall at a distorted geometry, with properties calculated with wB97M-V/def2-TZVPD.

```
! wB97M-V def2-TZVPD RIJCOSX def2/J DEFGRID3
* xyz 1 2
C -2.572 -1.878 2.437
C -3.674 -2.979 2.700
O -3.001 -3.879 3.570
H -1.778 -2.305 1.825
H -2.039 -1.511 3.314
H -2.872 -1.008 1.853
H -3.892 -3.491 1.763
H -4.604 -2.642 3.157
H -3.593 -4.632 3.641
C 0.560 0.602 1.660
C 0.373 1.222 0.244
O 0.598 0.152 -0.678
H -0.022 -0.316 1.744
H 0.174 1.227 2.465
H 1.605 0.405 1.899
H 1.065 2.051 0.096
H -0.585 1.717 0.080
H 1.013 0.469 -1.484
C 2.935 2.597 -2.777
C 2.474 1.724 -3.948
O 1.785 0.681 -3.209
H 3.756 2.061 -2.301
H 2.142 2.799 -2.057
H 3.255 3.593 -3.082
H 3.260 1.188 -4.480
H 1.828 2.246 -4.653
H 1.808 -0.095 -3.775
*
```

## Properties
Highest occupied orbital energy (spin up / spin down)   -0.4575 / -0.4575 hartree
Energy relative to the best compared isomer or geometry (same formula, charge and spin)   81.9 kJ/mol
E_LUMO (spin up / spin down)   -2.9 / -9.8 eV
Orbital gap (spin up / spin down)   9.59 / 2.68 eV

No. 2
Below is C6H18Si4 as an isolated structure at a distorted geometry, with properties calculated with wB97M-V/def2-TZVPD.

```
! wB97M-V def2-TZVPD RIJCOSX def2/J DEFGRID3
* xyz 0 1
C 0.742 -1.271 -0.348
C 0.803 1.201 0.335
C 0.849 -2.167 -1.577
C 0.885 -2.143 0.899
C 1.030 1.275 1.913
C 0.632 2.561 -0.312
Si -0.727 0.045 -0.096
Si 2.230 0.078 -0.390
Si -1.499 0.562 -2.292
Si -2.455 -0.174 1.398
H 0.369 -1.618 -2.431
H 0.364 -3.122 -1.658
H 1.832 -2.559 -1.655
H 1.009 -1.568 1.804
H 1.691 -2.904 0.851
H 0.035 -2.885 0.879
H 0.414 1.879 2.495
H 2.019 1.712 2.265
H 1.078 0.241 2.240
H 1.721 3.036 -0.305
H -0.235 3.110 0.076
H 0.355 2.552 -1.319
H -2.587 1.658 -2.226
H -2.098 -0.616 -3.072
H -0.643 1.369 -3.253
H -3.830 -0.750 1.398
H -2.440 1.270 1.895
H -1.542 -0.770 2.487
*
```

## Properties
Highest occupied orbital energy   -0.2963 hartree
Energy relative to the best compared isomer or geometry (same formula, charge and spin)   71.2 kJ/mol
E_LUMO   -0.8 eV
Orbital gap   7.31 eV

No. 3
Below is C6H19BrFeO4 as an isolated structure, with properties calculated with wB97M-V/def2-TZVPD.

```
! wB97M-V def2-TZVPD RIJCOSX def2/J DEFGRID3
* xyz 0 5
Fe 23.799 14.639 -1.099
O 23.672 14.164 -2.936
H 23.800 13.405 -3.519
Br 24.804 16.695 -0.236
C 21.900 12.087 -0.316
C 22.726 12.454 0.920
O 23.081 13.850 0.857
H 21.537 11.063 -0.238
H 22.508 12.182 -1.219
H 21.044 12.753 -0.411
H 23.626 11.835 0.968
H 22.170 12.262 1.841
H 22.965 14.258 1.718
C 20.960 16.899 0.178
C 20.586 15.796 -0.763
O 21.730 15.431 -1.541
H 21.272 17.804 -0.344
H 21.799 16.586 0.802
H 20.135 17.186 0.835
H 19.753 16.042 -1.426
H 20.243 14.920 -0.189
H 21.474 15.150 -2.424
C 26.638 11.427 -1.770
C 26.416 12.908 -1.694
O 25.372 13.247 -0.766
H 27.131 11.021 -0.883
H 27.267 11.181 -2.630
H 25.691 10.910 -1.933
H 26.027 13.273 -2.642
H 27.315 13.457 -1.422
H 25.657 12.982 0.114
*
```

## Properties
Highest occupied orbital energy (spin up / spin down)   -0.3075 / -0.2810 hartree
Energy relative to the best compared isomer or geometry (same formula, charge and spin)   0.0 kJ/mol
E_LUMO (spin up / spin down)   0.3 / 0.3 eV
Orbital gap (spin up / spin down)   8.70 / 7.96 eV

No. 4
Below is C6H19CrIN2 as an isolated structure at a distorted geometry, with properties calculated with wB97M-V/def2-TZVPD.

```
! wB97M-V def2-TZVPD RIJCOSX def2/J DEFGRID3
* xyz 0 5
C -0.002 -4.282 -0.307
C 0.267 -3.878 -1.721
H 0.954 -4.230 0.344
H -0.917 -4.908 -0.061
H -0.384 -3.276 0.026
H 0.425 -2.786 -1.638
H 1.220 -3.922 -2.294
H -0.596 -3.582 -2.406
Cr -0.093 0.686 0.247
C -1.846 -0.318 -0.371
H -2.035 -0.067 -1.420
H -2.566 0.224 0.253
H -1.984 -1.402 -0.240
I 2.209 -0.547 0.418
N 0.190 1.969 -1.387
C 1.085 2.784 -0.586
C 1.018 2.626 0.965
C -0.240 2.196 1.751
N -0.348 0.756 2.207
H -0.774 2.260 -1.593
H 0.628 1.506 -2.228
H 2.089 2.570 -0.937
H 0.840 3.775 -0.927
H 1.889 2.053 1.291
H 1.252 3.629 1.345
H -0.274 2.776 2.689
H -1.156 2.504 1.256
H -1.273 0.460 2.545
H 0.422 0.424 2.778
*
```

## Properties
Highest occupied orbital energy (spin up / spin down)   -0.2439 / -0.2961 hartree
E_LUMO (spin up / spin down)   0.0 / 0.0 eV
Orbital gap (spin up / spin down)   6.62 / 8.02 eV